{
  "formula": "C3H8N2O2S",
  "method": "ωB97M-V/def2-TZVPD",
  "elements": ["S", "O", "O", "N", "N", "C", "C", "C", "H", "H", "H", "H", "H", "H", "H", "H"],
  "coordinates": [[-2.421682, 0.507774, -0.308108], [2.534759, -0.725814, -0.257908], [0.883037, 0.848882, 0.617659], [1.211684, -1.048873, -0.465536], [-0.940123, -0.501019, 0.055008], [0.846110, 2.128816, -0.270139], [-1.126267, -1.854063, 0.086677], [0.343508, -0.260477, -0.058773], [-0.790357, -2.373681, -0.902927], [0.152911, 1.420236, -1.429938], [0.010139, 3.293811, 0.386481], [-2.002914, -2.172634, 0.655566], [-0.541225, -2.331115, 0.746260], [2.365890, 2.403160, -0.389845], [-2.960573, 0.693180, 1.008716], [2.435107, -0.028181, 0.526806]],
  "atomic_forces_ev_per_a": [[1.662, -0.630, 1.530], [-0.753, 1.837, 2.444], [-1.331, 3.155, -1.059], [0.883, -2.625, -1.963], [-4.114, 1.947, 0.616], [0.248, -1.628, -0.124], [-2.453, -3.682, -2.717], [3.367, 4.731, 1.636], [-1.635, 0.546, 1.427], [2.341, 3.149, 2.979], [2.642, -3.690, -2.067], [-1.167, 0.254, -1.437], [3.427, -1.068, 2.422], [-4.932, -0.430, 0.021], [1.094, -0.382, -1.498], [0.721, -1.483, -2.209]],
  "mulliken_charge": [-0.12, -0.38, -0.46, -0.33, -0.02, -0.49, -1.01, 0.48, 0.28, 0.27, 0.23, 0.37, 0.40, 0.25, 0.17, 0.37],
  "e_above_lowest_ev": 10.3366,
  "e_lumo_ev": -0.26,
  "multiplicity": 1,
  "total_charge": 0,
  "gap_ev": 8.4,
  "total_energy_ev": -21140.509
}

{
  "formula": "C3H8N2O2S",
  "method": "ωB97M-V/def2-TZVPD",
  "elements": ["S", "O", "O", "N", "N", "C", "C", "C", "H", "H", "H", "H", "H", "H", "H", "H"],
  "coordinates": [[1.068692, 0.393968, 0.243137], [1.799463, 1.177709, -0.624049], [-0.574725, 0.699939, -0.196839], [0.815153, 2.698694, 1.564713], [1.152279, 1.301217, 1.696149], [-0.311661, -2.622921, -1.286138], [-0.692581, -1.349702, -1.256675], [-1.335970, -0.506964, -0.232314], [1.518895, 2.865917, 0.841706], [-1.333838, -1.072255, 0.632916], [0.711017, 0.686216, 2.334231], [-0.150017, -0.780483, -2.123211], [-0.587359, -3.408506, -0.563078], [-0.104786, 2.965081, 1.261899], [-2.344523, 0.053074, -0.372526], [0.369959, -3.100982, -1.919921]],
  "atomic_forces_ev_per_a": [[-3.613, -3.903, 2.087], [3.784, 3.128, -4.015], [-0.176, 1.204, 1.378], [1.849, -1.185, 0.364], [-0.005, 0.349, -0.824], [-0.545, -4.427, 2.322], [1.950, 4.302, -2.445], [-0.652, 1.440, -2.598], [-0.545, 1.206, 0.221], [-0.335, -0.784, 2.374], [-0.907, 0.220, 1.593], [-1.653, -0.481, 1.511], [-0.426, 0.760, 0.125], [-0.688, -0.580, -0.393], [1.036, -1.529, -0.221], [0.925, 0.280, -1.479]],
  "mulliken_charge": [0.47, -0.43, -0.29, -0.50, -0.29, -0.92, 0.08, -0.42, 0.32, 0.35, 0.29, 0.27, 0.26, 0.29, 0.21, 0.30],
  "e_above_lowest_ev": 3.8070,
  "e_lumo_ev": [0.74, -4.17],
  "multiplicity": 3,
  "total_charge": 0,
  "gap_ev": [5.0, 4.8],
  "total_energy_ev": -21141.596
}

{
  "formula": "C3H8N2O3S2",
  "method": "ωB97M-V/def2-TZVPD",
  "elements": ["S", "S", "O", "O", "O", "N", "N", "C", "C", "C", "H", "H", "H", "H", "H", "H", "H", "H"],
  "coordinates": [[0.751438, 0.001631, -0.762562], [-1.159218, 2.251471, -0.205744], [0.371484, 1.481129, -0.110434], [-2.065774, 1.409667, 0.521894], [0.108960, 0.004049, -2.037826], [2.202474, -0.310520, -0.564991], [-0.827046, 3.580133, 0.791855], [-0.465630, -2.239304, 0.112593], [0.371759, -3.049653, -0.525180], [-0.191087, -0.848884, 0.532376], [-1.520679, -2.406781, 0.139119], [-1.151544, -0.394928, 0.664382], [-1.382449, 3.611206, 1.649347], [1.367142, -2.679912, -0.802945], [0.192689, -4.033960, -0.872010], [0.169964, 3.782706, 0.900545], [0.346394, -0.575173, 1.347035], [2.881124, 0.417122, -0.777452]],
  "atomic_forces_ev_per_a": [[-1.045, 1.053, 1.018], [0.744, 0.423, -0.708], [0.698, 1.175, 0.471], [-0.959, -0.058, 0.591], [-0.162, -0.296, -0.416], [-0.324, 0.445, 0.474], [0.454, -0.501, -0.307], [0.309, -0.777, -0.429], [0.968, 1.153, 0.119], [-0.583, -0.760, -3.301], [-0.465, -0.948, 0.416], [-0.213, 0.729, -0.444], [0.412, -0.364, -0.270], [-0.187, -0.235, 0.525], [-0.768, -0.672, -0.246], [-0.528, -0.044, 0.061], [1.862, -0.076, 2.760], [-0.214, -0.247, -0.316]],
  "mulliken_charge": [0.93, 0.71, -0.36, -0.60, -0.60, -0.64, -0.49, -0.35, -0.68, -0.40, 0.29, 0.27, 0.27, 0.23, 0.30, 0.28, 0.57, 0.27],
  "e_above_lowest_ev": 0.0696,
  "e_lumo_ev": 0.53,
  "multiplicity": 1,
  "total_charge": 0,
  "gap_ev": 10.4,
  "total_energy_ev": -34030.202
}

{
  "formula": "C3H8N2O4",
  "method": "ωB97M-V/def2-TZVPD",
  "elements": ["O", "O", "O", "O", "N", "N", "C", "C", "C", "H", "H", "H", "H", "H", "H", "H", "H"],
  "coordinates": [[1.870799, -0.215469, 1.284440], [2.718698, -0.392648, -0.869699], [0.300194, -1.526295, -0.684432], [-2.384534, -0.951650, -0.520778], [-2.735062, 1.106767, 0.474957], [-0.656967, 0.421826, 0.380284], [-2.030815, 0.028566, 0.101314], [1.765744, 0.204726, -0.057355], [0.340482, -0.134039, -0.527742], [2.807168, -0.258788, 1.510954], [1.933855, 1.288239, -0.128669], [-1.826625, 1.718965, 0.783216], [2.432942, -1.306520, -1.024752], [0.182588, 0.344136, -1.508350], [-3.725129, 1.131052, 0.284368], [-0.628781, -1.771779, -0.844082], [-0.364557, 0.312912, 1.346325]],
  "atomic_forces_ev_per_a": [[-0.060, -0.054, 0.080], [-0.013, -0.165, -0.058], [-0.137, -0.289, 0.166], [0.091, -0.158, 0.234], [2.620, 0.484, 0.926], [0.982, -1.264, -0.203], [0.711, 0.810, -0.712], [-0.294, 0.371, 0.005], [0.054, 0.209, -0.294], [-0.068, 0.067, -0.056], [-0.034, -0.156, -0.014], [-3.973, -0.340, -0.806], [-0.044, 0.065, 0.025], [0.055, -0.035, 0.185], [0.104, 0.700, 0.443], [0.145, 0.081, 0.033], [-0.138, -0.326, 0.047]],
  "mulliken_charge": [-0.55, -0.53, -0.60, -0.64, -0.40, -0.36, 0.50, 0.06, 0.08, 0.31, 0.32, 0.37, 0.36, 0.15, 0.25, 0.38, 0.30],
  "smiles": "NC(=O)N[C@H](O)C(O)O",
  "e_above_lowest_ev": 1.6147,
  "e_lumo_ev": 0.67,
  "multiplicity": 1,
  "total_charge": 0,
  "gap_ev": 10.9,
  "total_energy_ev": -14410.727
}

{
  "formula": "C3H8N2OS",
  "method": "ωB97M-V/def2-TZVPD",
  "elements": ["S", "O", "N", "N", "C", "C", "C", "H", "H", "H", "H", "H", "H", "H", "H"],
  "coordinates": [[1.623057, -0.164819, 0.313297], [2.615808, -0.529122, -0.685790], [-0.047681, -0.710744, -0.244486], [1.217634, 1.457314, -0.074472], [-0.843904, 0.462903, -0.339966], [-0.087773, 1.657356, 0.297948], [-0.496280, -1.928893, 0.320844], [-1.014379, 0.810882, -1.356247], [-1.186927, -2.044432, 1.209377], [-1.028068, -2.565145, -0.444201], [-1.883711, 0.334502, -0.015567], [-0.442618, 2.669803, 0.159594], [1.388883, 1.605869, -1.039949], [-0.131081, 1.677328, 1.413953], [0.317038, -2.732807, 0.485670]],
  "atomic_forces_ev_per_a": [[-1.078, 0.424, -1.078], [-0.070, -0.373, 0.077], [2.554, 0.756, 0.746], [2.806, -0.773, 0.908], [-2.052, 1.460, -0.217], [-2.458, -0.137, 2.585], [-0.713, -4.110, -0.175], [0.297, -0.369, -0.693], [0.801, 1.139, -0.483], [0.017, 0.975, 0.246], [0.280, -0.217, 0.641], [-0.286, 0.112, -1.093], [0.422, -0.028, -1.134], [-0.057, -0.740, -0.421], [-0.464, 1.881, 0.091]],
  "mulliken_charge": [0.50, -0.54, -0.05, -0.42, -0.46, -0.62, -0.87, 0.25, 0.32, 0.33, 0.34, 0.38, 0.33, 0.24, 0.27],
  "e_above_lowest_ev": 3.0056,
  "e_lumo_ev": 0.84,
  "multiplicity": 1,
  "total_charge": 0,
  "gap_ev": 9.7,
  "total_energy_ev": -19101.496
}

{
  "formula": "C3H8N2OS",
  "method": "ωB97M-V/def2-TZVPD",
  "elements": ["S", "O", "N", "N", "C", "C", "C", "H", "H", "H", "H", "H", "H", "H", "H"],
  "coordinates": [[3.695491, -0.219537, 0.334151], [3.094836, -1.179381, 1.274283], [2.037821, 1.709844, 0.780655], [3.086480, 1.197884, 0.175761], [-2.552612, -0.696473, -0.493128], [-1.122524, -1.250824, -0.319580], [-1.339292, 0.241869, -0.568267], [-0.519369, -1.840412, -1.008523], [-3.135826, -1.025913, -1.397030], [-1.071543, 0.903886, 0.196370], [-3.163286, -0.609687, 0.345172], [1.302475, 1.137885, 1.136789], [-0.912997, -1.545465, 0.689169], [1.727906, 2.573470, 0.401513], [-1.127558, 0.602858, -1.547329]],
  "atomic_forces_ev_per_a": [[-0.229, 0.448, 0.285], [-0.174, 0.595, -0.389], [-0.163, 0.229, 0.533], [0.748, -1.100, -0.403], [1.604, -0.649, -2.208], [-0.589, 0.897, 0.184], [-0.783, -2.225, -0.908], [-0.793, 0.109, -0.325], [0.910, 0.854, 0.781], [-0.194, 0.905, 1.136], [-0.719, -0.143, 1.467], [-0.174, -0.764, 0.316], [0.241, 0.125, 0.457], [-0.031, 0.569, -0.360], [0.347, 0.151, -0.566]],
  "mulliken_charge": [0.43, -0.51, -0.29, -0.12, -0.50, -0.43, -0.44, 0.24, 0.21, 0.24, 0.25, 0.26, 0.20, 0.24, 0.23],
  "e_above_lowest_ev": 3.7934,
  "e_lumo_ev": 0.21,
  "multiplicity": 1,
  "total_charge": 0,
  "gap_ev": 9.3,
  "total_energy_ev": -19100.709
}

{
  "formula": "C3H8N2OS",
  "method": "ωB97M-V/def2-TZVPD",
  "elements": ["S", "O", "N", "N", "C", "C", "C", "H", "H", "H", "H", "H", "H", "H", "H"],
  "coordinates": [[0.340224, 0.841747, 2.846415], [0.063059, 1.653455, -1.440731], [0.315092, -1.443313, 0.142063], [-1.282795, -0.077756, -1.957212], [-0.441558, 0.597584, -1.116569], [0.767850, 0.763621, 1.081964], [-0.206500, -0.069435, 0.248729], [0.809245, 1.771863, 0.692941], [1.257473, -0.036404, 3.265214], [-1.635597, -0.990873, -1.746173], [1.753067, 0.326073, 0.963039], [1.097266, -1.432708, -0.510106], [-0.368168, -2.045449, -0.317150], [-1.296289, 0.270974, -2.906968], [-1.172372, -0.129378, 0.754541]],
  "atomic_forces_ev_per_a": [[0.202, -0.028, -0.035], [0.004, -0.089, -0.059], [-0.279, -0.027, -0.559], [0.348, 0.483, -0.160], [-0.135, -0.115, 0.016], [-0.281, -0.125, -0.113], [0.165, -0.068, 0.051], [-0.052, 0.180, 0.027], [-0.092, -0.070, 0.058], [-0.023, -0.038, -0.085], [0.183, 0.083, 0.122], [0.120, -0.009, 0.195], [0.085, 0.020, 0.333], [-0.229, -0.246, 0.184], [-0.017, 0.049, 0.025]],
  "mulliken_charge": [-0.23, -0.62, -0.66, -0.38, 0.41, -0.81, 0.11, 0.31, 0.13, 0.18, 0.37, 0.26, 0.26, 0.26, 0.42],
  "smiles": "NC(=O)[C@@H](N)CS",
  "e_above_lowest_ev": 0.4909,
  "e_lumo_ev": 0.65,
  "multiplicity": 1,
  "total_charge": 0,
  "gap_ev": 9.6,
  "total_energy_ev": -19104.011
}

{
  "formula": "C3H8N2OS",
  "method": "ωB97M-V/def2-TZVPD",
  "elements": ["S", "O", "N", "N", "C", "C", "C", "H", "H", "H", "H", "H", "H", "H", "H"],
  "coordinates": [[-2.069915, 1.483884, 0.556124], [0.499800, -2.290638, -0.406039], [2.364087, -1.001872, -0.484104], [1.087612, 1.207039, -0.360404], [1.150295, -1.261439, -0.095613], [-1.138481, -0.117910, -0.066334], [0.368840, 0.007270, 0.325686], [2.998064, -1.769922, -0.697029], [-1.723158, -0.969676, 0.223988], [-1.911550, 1.256924, 1.854663], [2.651165, -0.183354, -1.044790], [0.362140, 0.010777, 1.431091], [0.973772, 1.050373, -1.413959], [0.620773, 2.036474, 0.036416], [-1.296780, -0.052340, -1.110939]],
  "atomic_forces_ev_per_a": [[0.710, -1.342, -0.854], [1.681, 1.110, 1.862], [4.909, -0.176, -1.352], [-1.496, -1.770, 0.623], [-5.170, -0.565, -2.452], [-0.024, 2.250, 1.062], [-0.086, -0.008, -0.826], [-0.761, -0.164, -0.018], [0.306, -0.447, 0.732], [0.035, -0.138, 0.326], [-0.702, -0.275, 1.569], [0.559, 0.734, -0.420], [-0.355, 0.944, 2.104], [0.224, -0.347, -1.124], [0.169, 0.195, -1.231]],
  "mulliken_charge": [-0.24, -0.61, -0.34, -0.78, 0.23, -0.85, 0.33, 0.25, 0.38, 0.12, 0.24, 0.34, 0.27, 0.29, 0.36],
  "smiles": "NC(=O)[C@@H](N)CS",
  "e_above_lowest_ev": 1.6186,
  "e_lumo_ev": 0.82,
  "multiplicity": 1,
  "total_charge": 0,
  "gap_ev": 10.2,
  "total_energy_ev": -19102.883
}

{
  "formula": "C3H8N2OS",
  "method": "ωB97M-V/def2-TZVPD",
  "elements": ["S", "O", "N", "N", "C", "C", "C", "H", "H", "H", "H", "H", "H", "H", "H"],
  "coordinates": [[3.043853, 1.046288, -0.649458], [2.016151, 1.236091, 1.945290], [1.606479, 0.006338, -0.134332], [-0.962695, 1.052294, -1.270545], [-1.531212, 0.549253, -0.061233], [1.767802, -1.428841, -0.124896], [2.147499, 0.765910, 0.860967], [1.444252, -1.825833, -1.209747], [2.707337, -1.724765, 0.323661], [-0.682581, 0.585208, 0.752388], [-1.733191, -0.625989, -0.134711], [-2.409315, 1.165413, 0.325987], [-0.717004, 2.018419, -1.068344], [-1.732420, 0.955348, -1.911382], [0.974701, -1.891920, 0.620394]],
  "atomic_forces_ev_per_a": [[0.067, -0.299, -0.032], [0.012, -1.017, -0.438], [0.314, 0.413, 0.868], [-0.182, -0.195, -0.110], [1.049, -2.044, 3.162], [-2.989, -1.887, -0.447], [-0.310, 1.250, -0.231], [1.335, 0.716, 2.561], [0.550, -0.321, -0.709], [-1.776, 0.048, -1.208], [-0.079, 2.630, 0.045], [0.786, -1.178, -0.328], [-0.189, -0.041, -0.770], [0.182, 0.805, -0.873], [1.230, 1.120, -1.489]],
  "mulliken_charge": [-0.18, -0.47, 0.15, -0.46, -0.64, -0.83, 0.43, 0.28, 0.35, 0.14, 0.22, 0.31, 0.20, 0.23, 0.28],
  "smiles": "CN1SC1=O.CN",
  "e_above_lowest_ev": 3.7751,
  "e_lumo_ev": 0.24,
  "multiplicity": 1,
  "total_charge": 0,
  "gap_ev": 9.4,
  "total_energy_ev": -19100.727
}

What is the multiplicity in the seventh record? 1